# 1
Formula: C27H38FN6O5S
Source: the OMol25 dataset
Level of theory: wB97M-V/def2-TZVPD

Geometry as XYZ:
```
78
Properties=species:S:1:pos:R:3:forces:R:3
C 0.230154 -3.257055 -2.813516 -0.623 -0.055 0.757
O -0.992918 -2.882672 -3.594303 2.137 1.540 0.694
C -0.978994 -1.406016 -3.802163 0.737 -0.297 0.732
C -1.773405 -0.605360 -2.581127 0.950 0.892 -0.957
C -3.057276 0.192399 -3.212889 -0.269 1.071 0.498
C -4.508507 -0.175298 -2.548183 -0.976 0.015 -1.092
C -4.713536 -1.750108 -2.141730 1.827 0.890 0.773
N -6.156217 -2.240430 -2.334239 -0.139 -1.772 0.241
C -6.235007 -3.455313 -1.388234 -0.934 -7.444 5.257
O -5.370166 -4.490015 -1.556410 -3.882 6.062 -0.018
O -7.216056 -3.582029 -0.297623 4.706 2.231 -6.266
S -6.419715 -2.849124 -3.953123 4.478 -0.080 -6.142
O -6.605930 -1.681995 -4.959111 -0.680 -3.605 4.328
O -5.241792 -3.715517 -4.494020 -4.768 2.516 2.593
F -7.828823 -3.856888 -3.967040 2.665 2.398 0.688
H 1.211068 -3.167984 -3.445411 -1.845 -0.252 0.925
H 0.357010 -2.524056 -1.881308 -0.330 -1.628 -1.854
H 0.053650 -4.364537 -2.423150 0.460 2.468 -0.945
H 0.169470 -1.097040 -3.751001 -2.331 -0.363 -0.400
H -1.414579 -1.153325 -4.877084 0.797 -0.658 2.435
H -2.008880 -1.278869 -1.653851 0.299 1.037 -2.055
H -0.992339 0.211055 -2.196717 -1.740 -1.668 -0.711
H -2.871221 1.351287 -2.994649 -0.522 -2.447 -0.523
H -3.122008 0.115790 -4.401191 0.253 -0.193 2.663
H -4.740459 0.516270 -1.627224 0.529 -1.441 -1.743
H -5.326615 0.058976 -3.385328 1.715 -0.399 1.896
H -3.913343 -2.458002 -2.631630 -1.800 1.277 0.764
H -4.527407 -1.815279 -0.964680 -0.676 -0.095 -2.592
N 3.643437 -0.600628 -2.901653 0.051 0.043 0.057
C 2.864668 -0.421607 -1.788096 -0.012 -0.035 0.072
C 3.608840 -0.779722 -0.686206 -0.394 0.207 -0.053
C 4.883274 -1.183326 -1.151138 0.301 0.003 -0.274
C 4.877932 -1.059957 -2.522520 0.077 -0.006 -0.071
H 3.353013 -0.421012 -3.854031 0.089 -0.075 0.371
H 1.849840 -0.057210 -1.874996 0.149 -0.086 0.051
H 3.270772 -0.752015 0.341545 0.034 -0.011 -0.191
H 5.715559 -1.526362 -0.550213 -0.142 -0.024 -0.077
H 5.644435 -1.260425 -3.259169 -0.126 -0.019 0.133
N -7.515836 0.472604 2.888305 -0.117 0.279 0.225
C -7.788505 -0.373057 1.844731 0.138 -0.190 -0.225
C -6.722801 -1.233806 1.704778 -0.226 0.112 -0.220
C -5.776699 -0.899275 2.702887 -0.043 0.367 0.294
C -6.293359 0.155787 3.421108 0.225 0.093 0.171
H -8.122175 1.213812 3.214795 0.258 -0.349 -0.085
H -8.714323 -0.289141 1.291529 0.178 -0.088 0.051
H -6.636685 -2.018708 0.964614 -0.223 -0.075 0.018
H -4.821633 -1.377024 2.879206 -0.157 0.063 -0.020
H -5.896216 0.707598 4.262623 -0.051 -0.080 -0.122
N -6.052837 3.895751 -0.230083 0.048 -0.002 0.013
C -4.906855 4.541955 -0.614380 0.075 0.114 -0.050
C -3.871272 4.068831 0.160167 -0.069 0.267 -0.309
C -4.410666 3.098857 1.038487 -0.309 -0.195 0.151
C -5.758994 3.010001 0.773813 -0.025 -0.041 0.125
H -6.971408 4.047935 -0.625936 0.390 -0.122 0.135
H -4.926611 5.282286 -1.402880 0.040 -0.128 0.132
H -2.838659 4.386982 0.098367 -0.170 -0.045 -0.018
H -3.873271 2.526300 1.783381 -0.143 0.049 -0.141
H -6.532659 2.394890 1.213638 0.196 -0.014 -0.065
N 7.846679 0.689494 -0.203325 0.127 0.138 0.136
C 7.370927 1.405260 0.864325 -0.091 -0.069 -0.007
C 8.441454 1.740796 1.662816 -0.346 -0.005 -0.005
C 9.604491 1.213879 1.052124 0.239 -0.212 -0.277
C 9.208399 0.572257 -0.099991 0.021 -0.020 0.037
H 7.281551 0.308280 -0.950947 0.059 0.151 0.255
H 6.314014 1.612640 0.965031 0.184 -0.042 -0.005
H 8.390399 2.305220 2.584850 -0.065 0.042 -0.217
H 10.621548 1.294409 1.413499 -0.148 -0.017 -0.091
H 9.777306 0.042588 -0.852427 -0.071 0.098 0.161
N 8.949189 1.393658 5.301285 0.024 0.060 0.083
C 7.729487 1.449602 5.923968 -0.035 -0.025 0.020
C 7.947649 1.521551 7.281697 -0.308 0.010 -0.249
C 9.348366 1.514712 7.484639 0.374 -0.003 -0.136
C 9.942411 1.438092 6.244811 0.022 -0.025 0.041
H 9.093795 1.330449 4.301922 -0.079 -0.056 0.342
H 6.813176 1.431868 5.349275 0.147 -0.014 0.122
H 7.180813 1.574564 8.043591 0.117 -0.009 -0.149
H 9.867815 1.561369 8.433048 -0.073 -0.007 -0.171
H 10.984070 1.410133 5.954072 -0.178 -0.004 0.082
```
Forces are in eV/Å.

Results
Kohn-Sham gap = 6.81 eV
charge = -1
E_LUMO = 0.06485 Ha

# 2
Formula: C27H39AsMoN7S4
Source: the OMol25 dataset
Level of theory: wB97M-V/def2-TZVPD

Geometry as XYZ:
```
79
Properties=species:S:1:pos:R:3:forces:R:3
Mo 0.918457 0.120044 -1.299952 -0.009 0.183 0.167
S 2.321078 4.184364 -2.826536 0.007 0.001 0.013
As 3.362656 2.503088 -2.465677 -0.064 0.046 0.028
S 1.098279 1.770601 -0.071591 -0.029 -0.121 -0.122
S 2.250725 0.656962 -3.100175 0.074 -0.097 -0.112
S 5.181164 2.092772 -1.721941 0.022 -0.032 -0.001
C -0.236618 0.153097 3.034510 -0.017 -0.014 0.001
C 0.013841 -1.065651 2.145733 -0.005 0.004 0.036
C -0.746822 -2.288907 2.672074 0.006 0.036 0.001
C 1.486292 -1.410023 2.054160 0.013 -0.016 0.010
C 2.194039 -1.566393 3.239385 0.009 -0.015 0.011
C 3.508809 -1.989783 3.236375 -0.013 0.003 -0.016
C 4.122439 -2.295451 2.037618 -0.006 0.002 0.014
C 3.470905 -2.163433 0.812859 0.038 -0.019 -0.002
C 4.277445 -2.646359 -0.389701 -0.009 0.013 -0.007
C 4.125473 -1.895301 -1.704904 -0.002 0.007 -0.003
C 4.099130 -4.156429 -0.589179 0.004 -0.026 0.019
C 2.151938 -1.678526 0.849183 -0.052 -0.054 -0.094
N 1.436137 -1.444223 -0.393361 0.055 0.156 0.134
C 0.783372 -2.561686 -1.043417 -0.055 0.009 0.029
C -0.831656 -1.750453 -2.034671 -0.050 0.050 -0.061
N -0.848006 -0.305174 -1.839488 0.028 -0.002 -0.100
C -2.050270 0.425343 -2.222793 0.057 0.017 0.124
C -2.460805 0.453782 -3.572598 0.000 -0.025 -0.018
C -3.603704 1.199667 -3.865629 0.017 -0.019 -0.030
C -4.298752 1.900120 -2.907278 -0.030 0.024 0.021
C -3.879090 1.848427 -1.593438 -0.043 0.007 0.030
C -2.771442 1.102157 -1.216385 0.082 0.038 -0.107
C -2.475754 0.953965 0.262980 -0.079 0.114 0.135
C -3.052754 2.084814 1.119480 0.027 0.003 -0.030
C -3.051244 -0.388218 0.730751 0.053 0.013 0.040
C -1.865041 -0.226118 -4.811831 0.023 0.012 -0.033
C -2.434730 -1.628019 -5.077237 -0.011 -0.011 -0.013
C -0.353649 -0.187582 -4.987088 -0.005 0.006 0.000
H -1.284301 0.447569 2.981631 -0.005 0.008 0.003
H 0.379293 1.005895 2.741469 -0.011 0.008 -0.007
H -0.022086 -0.064916 4.081056 0.030 0.012 -0.002
H -0.373491 -0.842596 1.149108 0.032 -0.043 0.036
H -0.347919 -2.598100 3.639479 -0.008 0.004 0.001
H -0.661162 -3.132289 1.985863 0.010 -0.001 -0.004
H -1.804192 -2.061336 2.801025 -0.018 -0.013 -0.002
H 1.699487 -1.366359 4.180434 0.005 0.001 0.002
H 4.050936 -2.097169 4.166281 -0.004 0.003 0.005
H 5.145740 -2.650295 2.038316 0.001 0.000 -0.002
H 5.315861 -2.503212 -0.081645 -0.001 0.004 0.004
H 3.193706 -2.121088 -2.224731 0.002 -0.001 0.008
H 4.934256 -2.192417 -2.374684 0.000 0.002 -0.001
H 4.204054 -0.817785 -1.559385 0.003 -0.003 -0.003
H 3.107817 -4.406813 -0.971826 -0.001 0.017 -0.009
H 4.247888 -4.701932 0.342942 0.009 0.004 -0.003
H 4.822261 -4.521657 -1.319642 0.000 -0.001 -0.002
H 1.323622 -3.484354 -0.850887 0.000 -0.004 -0.023
H -1.655715 -2.024717 -2.684334 0.021 -0.021 -0.002
H -3.939480 1.240426 -4.893948 0.010 -0.006 -0.007
H -5.166222 2.484563 -3.182813 -0.006 0.001 0.009
H -4.436409 2.389388 -0.843842 0.003 -0.007 -0.008
H -1.397883 0.986898 0.437127 -0.094 -0.235 -0.096
H -4.141485 2.047033 1.167946 0.000 -0.005 0.008
H -2.757428 3.068323 0.750933 -0.006 -0.006 -0.008
H -2.686815 1.986820 2.141260 0.005 0.000 0.010
H -4.110254 -0.441131 0.472025 -0.008 0.006 -0.004
H -2.970483 -0.485491 1.813631 0.001 -0.004 -0.010
H -2.542298 -1.237856 0.274083 -0.011 -0.012 0.006
H -2.251149 0.389752 -5.625764 -0.003 0.000 0.009
H -1.930406 -2.414666 -4.513961 -0.002 0.006 0.003
H -2.293390 -1.877420 -6.129865 -0.002 0.003 -0.001
H -3.503447 -1.671848 -4.865572 0.000 -0.002 0.008
H 0.178483 -0.871311 -4.328481 -0.004 0.000 -0.008
H 0.031806 0.819828 -4.834422 -0.001 -0.003 0.002
H -0.110189 -0.483083 -6.009168 -0.003 0.000 -0.003
N 1.495570 -4.027847 -3.544504 0.010 -0.011 -0.009
N 0.256417 -3.436458 -3.202299 0.037 0.071 -0.020
N -0.515688 -4.343331 -2.472772 -0.033 -0.055 0.017
C -1.013503 -3.939093 -1.376986 0.002 0.022 0.030
N -0.704873 -2.629210 -0.808840 0.029 0.012 0.026
N 0.528351 -2.206594 -2.468998 -0.011 -0.033 -0.006
H 1.589759 -3.976588 -4.552233 -0.007 0.003 -0.002
H 1.463895 -5.005301 -3.276763 -0.004 0.000 0.005
H -1.683713 -4.581909 -0.822377 -0.003 -0.014 -0.016
```
Forces are in eV/Å.

Results
Kohn-Sham gap = 6.47 eV
charge = +1
E_LUMO = -0.19418 Ha

# 3
Formula: C27H39BN6S3V
Source: the OMol25 dataset
Level of theory: wB97M-V/def2-TZVPD

Geometry as XYZ:
```
77
Properties=species:S:1:pos:R:3:forces:R:3
V -0.033602 -4.224265 0.095464 0.052 -0.728 0.142
C -4.469789 -2.751286 -1.990230 0.000 0.011 0.000
C -3.227055 -1.930086 -1.867804 0.022 0.104 -0.019
C -3.011933 -0.749417 -2.547416 0.049 -0.039 0.031
C -1.803827 -0.021091 -2.418743 0.011 -0.003 0.015
N -0.842248 -0.452439 -1.620090 -0.040 0.003 -0.051
N -1.061771 -1.572334 -0.948026 0.076 -0.024 -0.019
B 0.017080 -1.998779 0.060833 0.031 0.398 0.030
N 1.416278 -1.546722 -0.373323 0.018 -0.030 0.108
N 1.799728 -0.346856 0.042943 0.037 -0.011 -0.009
C 2.946663 0.120031 -0.416390 -0.034 0.027 -0.056
C 3.721678 -0.643296 -1.324256 -0.054 -0.026 0.016
C 3.333621 -1.899807 -1.735252 -0.008 0.099 0.024
C 4.124426 -2.753711 -2.673203 0.012 0.004 0.019
C 2.114498 -2.324126 -1.187942 -0.033 -0.177 -0.140
S 1.389803 -3.903468 -1.532420 0.197 0.279 -0.221
C 3.396795 1.490609 0.043043 0.024 -0.070 0.012
C 4.779532 1.344782 0.699689 0.003 0.049 0.034
C 3.496714 2.402793 -1.190770 -0.018 0.004 -0.005
C 2.408267 2.082417 1.045185 -0.002 -0.008 0.002
N -0.319807 -1.555713 1.491761 -0.069 0.046 -0.022
N -0.917040 -0.375500 1.602957 -0.014 -0.031 0.054
C -1.130541 0.090047 2.820586 0.055 -0.012 -0.012
C -0.725720 -0.656679 3.954424 0.002 -0.019 -0.052
C -0.132484 -1.894615 3.837587 -0.019 0.080 -0.036
C 0.286376 -2.732627 5.002268 -0.011 0.008 0.004
C 0.046088 -2.319787 2.512352 0.149 -0.143 0.063
S 0.798856 -3.872466 2.089827 0.015 0.286 0.207
C -1.802743 1.438843 2.961923 -0.001 -0.050 0.021
C -0.815065 2.391164 3.656894 0.009 0.007 -0.007
C -3.060885 1.265032 3.828185 -0.024 0.034 -0.005
C -2.189383 2.000760 1.596130 -0.007 0.003 -0.017
C -2.160725 -2.309997 -1.043682 -0.063 -0.168 0.125
S -2.159837 -3.763323 -0.020203 -0.366 0.222 -0.246
C -1.577349 1.269501 -3.177416 -0.033 -0.045 0.017
C -2.634002 2.283078 -2.705012 0.017 0.010 0.008
C -1.753094 0.990690 -4.678835 0.020 0.027 -0.016
C -0.178284 1.821811 -2.913198 0.001 -0.017 0.013
H -5.199570 -2.249340 -2.620144 -0.005 -0.006 -0.010
H -4.925584 -2.924556 -1.013677 0.012 -0.004 0.009
H -4.245857 -3.723023 -2.434611 -0.003 -0.010 0.004
H -3.779614 -0.374318 -3.212442 -0.008 0.002 0.011
H 4.651147 -0.229301 -1.694525 0.000 -0.006 0.003
H 5.026468 -2.237694 -2.991815 0.004 -0.003 -0.002
H 3.541826 -3.001889 -3.562071 -0.017 -0.009 -0.002
H 4.418851 -3.687882 -2.191216 -0.002 -0.012 -0.003
H 5.539301 0.990078 0.002697 0.002 -0.007 -0.014
H 4.748445 0.668136 1.555220 -0.003 -0.001 0.010
H 5.103603 2.321637 1.057168 0.014 -0.003 0.002
H 4.229051 2.043825 -1.914597 0.013 -0.012 -0.015
H 3.817634 3.393931 -0.872360 0.009 0.004 0.003
H 2.532508 2.505586 -1.691515 -0.007 -0.003 0.003
H 2.327324 1.462169 1.939620 0.005 -0.002 0.018
H 1.412889 2.192702 0.612455 -0.016 0.008 -0.019
H 2.761233 3.067423 1.347372 0.000 0.004 0.003
H -0.902294 -0.246427 4.940866 0.000 -0.006 -0.003
H 0.095259 -2.212178 5.937290 -0.002 -0.004 0.001
H 1.351638 -2.965450 4.954226 0.009 -0.009 -0.011
H -0.264447 -3.675087 5.018311 0.004 -0.011 -0.001
H -0.537683 2.045536 4.653449 0.006 -0.006 0.015
H -1.285656 3.366834 3.772925 -0.006 0.002 0.004
H 0.093790 2.522981 3.067390 0.006 -0.003 -0.011
H -2.830402 0.933243 4.840920 0.011 -0.007 0.008
H -3.762199 0.558672 3.381152 -0.008 -0.005 -0.009
H -3.564759 2.227201 3.914014 -0.005 -0.002 0.007
H -1.318835 2.129626 0.951455 0.021 0.014 0.002
H -2.658953 2.973312 1.736765 -0.003 0.002 -0.006
H -2.902612 1.351574 1.084662 -0.019 0.001 -0.001
H -3.651206 1.947262 -2.909430 -0.019 -0.010 -0.001
H -2.489464 3.220611 -3.240521 -0.002 0.006 -0.008
H -2.540850 2.486861 -1.636919 0.003 0.001 0.014
H -2.764788 0.671566 -4.930333 -0.014 -0.006 0.003
H -1.050869 0.234381 -5.032456 0.017 -0.007 -0.005
H -1.561077 1.909592 -5.231556 -0.007 0.000 -0.011
H -0.021084 2.028837 -1.853539 -0.011 0.011 0.019
H -0.057501 2.752781 -3.465358 0.001 0.001 -0.003
H 0.595148 1.127645 -3.246702 0.015 -0.005 -0.017
```
Forces are in eV/Å.

Results
Kohn-Sham gap (alpha / beta) = 6.99 / 6.99 eV
charge = +3
E_LUMO (alpha / beta) = -0.42074 / -0.42065 Ha